# 1
Entry from the OMol25 dataset: a 2-piece molecular cluster, C6H10OS overall at a distorted geometry (wB97M-V/def2-TZVPD).

XYZ file:
```
18
Properties=species:S:1:pos:R:3
C 1.811 -1.344 -0.152
C 1.396 -2.551 -0.335
C -0.752 -0.233 -0.328
C 0.503 1.587 -0.041
C -1.898 -0.976 0.287
C 0.763 2.791 0.800
O -0.433 0.872 0.309
S 2.561 0.054 -0.130
H 1.905 -3.335 -0.876
H 0.513 -2.844 0.170
H -0.449 -0.417 -1.299
H 0.729 1.723 -1.142
H -1.545 -1.073 1.391
H -2.066 -1.975 -0.044
H -2.775 -0.288 0.197
H -0.039 3.597 0.869
H 1.655 3.259 0.542
H 0.739 2.477 1.859
```

The value obtained for the HOMO energy (spin up / spin down) is -0.2563 / -0.2459 hartree. The calculation puts the orbital gap (spin up / spin down) at 0.26791 / 0.26610 hartree. Its energy above the lowest of the compared OMol25 structures with the same formula, charge and spin is 5.839 eV.

# 2
Entry from the OMol25 dataset: a 2-piece molecular cluster, C6H10S2 overall at a distorted geometry (wB97M-V/def2-TZVPD).

XYZ file:
```
18
Properties=species:S:1:pos:R:3
C -0.597 -0.650 -0.273
C 0.273 -0.921 0.708
C 1.636 1.179 -2.627
C -1.307 -0.529 -1.362
C 1.704 -1.322 0.386
C -0.005 -0.501 2.132
S 2.459 -0.255 -2.425
S 1.518 2.391 -1.430
H -2.002 -1.191 -1.881
H -1.102 0.415 -1.927
H 2.240 -0.582 -3.773
H 2.264 -0.413 0.363
H 2.276 -1.917 1.099
H 1.674 -1.716 -0.578
H -1.019 -0.665 2.303
H 0.247 0.555 2.474
H 0.459 -1.349 2.668
H 1.995 1.906 -0.055
```

The value obtained for the HOMO energy is -0.3211 hartree. The calculation puts the orbital gap at 0.32190 hartree. Its energy above the lowest of the compared OMol25 structures with the same formula, charge and spin is 4.842 eV.

# 3
Entry from the OMol25 dataset: C6H11AlF2OP as an isolated structure at a distorted geometry (wB97M-V/def2-TZVPD).

XYZ file:
```
22
Properties=species:S:1:pos:R:3
C -2.251 1.627 -1.964
C -1.048 1.707 -0.862
C -0.649 0.192 -0.337
F -0.179 -0.511 -1.522
P 0.714 0.308 0.963
C -0.119 0.541 2.681
C 1.709 -1.296 1.144
C 2.426 -1.819 -0.199
O 3.636 -1.534 -0.398
F 1.791 -2.648 -1.196
H -1.987 0.834 -2.760
H -2.378 2.678 -2.438
H -3.242 1.390 -1.439
H -0.082 2.143 -1.320
H -1.355 2.313 0.080
H -1.599 -0.359 0.016
H 0.459 -0.109 3.459
H -1.199 0.136 2.673
H -0.065 1.626 3.053
H 2.527 -1.089 1.945
H 0.977 -2.119 1.540
Al 1.913 -4.008 -3.120
```

The value obtained for the HOMO energy is -0.7763 hartree. The total charge is +3. The calculation puts the orbital gap at 0.12785 hartree.

# 4
Entry from the OMol25 dataset: an isolated ion of composition C6H11BNO2 and charge +1 at a distorted geometry (wB97M-V/def2-TZVPD).

XYZ file:
```
21
Properties=species:S:1:pos:R:3
B 0.542 -1.616 -0.920
C -0.119 1.950 1.581
C -0.398 0.593 2.221
C 0.404 2.205 0.368
C -0.251 -0.481 1.457
C 0.845 1.149 -0.631
C -0.003 -0.137 -0.564
N -1.464 -0.226 -0.925
O 1.876 -1.707 -1.130
O -0.386 -2.547 -1.172
H -0.316 2.835 2.182
H -0.469 0.558 3.307
H 0.598 3.245 0.096
H -0.336 -1.518 1.587
H 0.730 1.591 -1.578
H 1.944 0.745 -0.497
H -1.808 -0.894 -0.195
H -1.561 -0.466 -1.888
H -2.093 0.627 -0.785
H 2.451 -2.473 -1.072
H -0.186 -3.434 -1.444
```

The value obtained for the HOMO energy is -0.4712 hartree. The total charge is +1. The calculation puts the orbital gap at 0.34781 hartree. Its energy above the lowest of the compared OMol25 structures with the same formula, charge and spin is 1.924 eV.